(1)
# C9H18N3PS

A cluster of 2 separate species, C9H18N3PS in total in a non-equilibrium geometry (ωB97M-V/def2-TZVPD, the OMol25 dataset).

Atoms and positions in Å:
S: -2.92606 -2.49656 0.40575
P: -1.93053 -1.33795 -1.03658
N: 0.15765 -0.99278 0.64252
N: -2.39695 1.85303 1.24614
N: -2.17082 0.28320 -0.30496
C: 3.46800 0.15934 0.37201
C: -2.03482 2.43543 0.06315
C: 2.38058 0.15669 1.35293
C: -1.89426 1.47100 -0.90164
C: -3.40553 -1.39710 -2.12230
C: -2.49575 0.59948 0.99250
C: 3.52305 1.44192 -0.53841
C: 0.90422 -2.00679 0.44560
C: 0.84686 0.29641 0.91005
H: -1.91658 -2.22769 1.37761
H: 2.68661 1.43071 -1.24356
H: 4.42630 1.51322 -1.15222
H: 3.48496 2.33637 0.23956
H: -3.24361 -0.72943 -2.97008
H: 0.16811 0.80873 1.56302
H: 0.91977 0.60013 -0.27440
H: 3.27701 -0.72689 -0.17753
H: 0.58307 -2.91460 -0.05700
H: -4.33582 -1.28409 -1.43441
H: 4.38842 0.18052 0.95014
H: 2.47743 -0.62988 2.14727
H: -3.34563 -2.50740 -2.45161
H: 1.98414 -2.19029 0.47355
H: -1.63942 1.52038 -2.03933
H: 2.33870 1.08385 1.92573
H: -1.82879 3.47734 -0.07317
H: -2.45032 -0.20630 1.66971

Cartesian forces (eV/Å) of the 6 atoms listed first:
1.5582 0.1666 1.5561
-0.2226 0.8093 0.0885
1.8155 -1.4120 0.1445
0.0699 1.4649 0.4017
-0.6542 -0.6080 -0.0631
0.5505 1.6323 -0.9725

Output
- total charge = 0
- SMILES = CP(S)n1ccnc1.C=NCCCC
- HOMO-LUMO gap (eV) = 9.1
- relative energy (zero: lowest compared OMol25 entry of this formula, charge and spin) (kcal/mol) = 43.38
- 2S+1 = 1
- max |F| (eV Å⁻¹) = 5.019

=====

(2)
# C9H14

A cluster of 2 separate species, C9H14 in total in a non-equilibrium geometry (ωB97M-V/def2-TZVPD, the OMol25 dataset).

Atoms and positions in Å:
C: -0.91689 -1.56438 -0.67972
C: 1.24988 -0.50071 -0.59992
C: -0.14987 2.93001 0.95501
C: -0.16972 -0.46275 -0.40776
C: -0.34176 -2.73461 -1.30346
C: 1.07087 3.23907 1.92041
C: 1.82626 -1.62545 -1.14911
C: -2.48626 -1.49432 -0.51161
C: 1.05214 -2.79975 -1.35823
H: 1.61250 2.29215 1.95591
H: -0.70219 0.32378 0.09152
H: 0.18632 2.57756 -0.02173
H: -2.87239 -2.09746 -1.33208
H: -2.78957 -1.96434 0.50049
H: 1.67546 -3.71436 -1.36087
H: 0.68272 3.39906 2.91280
H: -0.81340 3.68853 1.00983
H: -2.89709 -0.54093 -0.47886
H: -0.93590 -3.64333 -1.72327
H: -0.71102 2.10213 1.35354
H: 1.90175 0.23715 -0.12182
H: 2.98020 -1.75050 -1.39433
H: 1.54796 4.10344 1.74328

Cartesian forces (eV/Å) of the 6 atoms listed first:
-2.3352 -1.3259 -2.0420
-0.6624 0.2618 0.5210
2.9835 -2.0328 1.1537
1.8912 -0.4938 0.6144
-0.0886 -0.6874 0.4341
-3.4482 -3.8521 0.1162

Output
- total charge = 0
- SMILES = Cc1ccccc1.CC
- HOMO-LUMO gap (eV) = 10.0
- relative energy (zero: lowest compared OMol25 entry of this formula, charge and spin) (kcal/mol) = 43.37
- 2S+1 = 1
- max |F| (eV Å⁻¹) = 5.171

=====

(3)
# C32H62GeNO3PdSSi4

A structure of composition C32H62GeNO3PdSSi4 (ωB97M-V/def2-TZVPD, the OMol25 dataset).

Atoms and positions in Å:
Pd: 0.10054 -0.97347 -0.82882
Ge: -1.41537 1.48463 -0.99408
S: 2.72449 -0.34631 -0.39886
Si: -0.21197 3.52836 -0.65357
Si: -3.44878 1.99078 0.17722
Si: -2.30220 1.87451 -3.19153
Si: 2.21018 -0.71498 1.53201
O: 0.56535 -0.88208 1.69241
O: 2.58401 0.47387 2.63376
O: 2.92471 -2.04806 2.25765
N: 0.37503 -1.25248 -2.99911
C: -3.19109 2.45794 2.00881
C: -1.01490 1.68413 -4.58266
C: -2.72049 -4.85885 -2.19776
C: -0.30019 -0.71995 2.82117
C: -4.64609 3.35269 -0.43404
C: -4.55092 0.44211 0.25627
C: 4.26799 -3.42732 0.80947
C: 0.65176 3.53945 1.03837
C: 3.68576 2.34632 3.52364
C: -0.44071 0.76138 3.14437
C: -1.03207 -2.74883 -1.20346
C: 1.80331 -3.83999 1.04293
C: 4.02578 0.05902 4.49704
C: 0.24259 -1.49219 4.02152
C: -2.55428 -4.65205 -0.83026
C: 3.32890 -4.24151 2.98588
C: 3.82189 0.85860 3.20871
C: -1.73958 -3.62848 -0.36557
C: -3.58999 0.52928 -3.57279
C: -0.07040 -2.68033 -4.85539
C: -2.01196 -4.05597 -3.07123
C: -3.14981 3.51132 -3.69612
C: -0.29502 -2.29915 -3.52604
C: 3.06873 -3.37258 1.75365
C: 0.87228 -2.00368 -5.60285
C: 4.99647 0.63803 2.25842
C: -1.65773 -1.27615 2.39351
C: 1.28184 -0.60667 -3.71672
C: 1.22487 3.62752 -1.89012
C: -1.09034 5.21874 -0.74557
C: -1.16837 -3.04867 -2.58281
C: 1.58008 -0.94763 -5.02324
H: -3.83478 0.51143 -4.63961
H: 3.21041 0.26253 5.19484
H: -0.76348 0.63817 -4.74840
H: 5.91131 1.05265 2.69317
H: -4.93573 0.18599 -0.73124
H: -2.13580 -4.21716 -4.13553
H: -0.05463 3.62102 1.86487
H: -4.02612 3.76273 -3.10049
H: -1.16590 0.89837 3.95146
H: 2.81127 2.51081 4.15499
H: -1.57498 5.37815 -1.70919
H: -3.08076 -5.28894 -0.12391
H: -4.15169 2.78763 2.41838
H: 3.46301 -5.28728 2.70120
H: 1.20553 -1.09569 4.33944
H: -4.51418 0.70112 -3.01803
H: 1.93918 -4.85380 0.65878
H: -0.36209 6.02210 -0.59034
H: 0.95422 -3.84427 1.72867
H: 1.06649 -2.30598 -6.62538
H: -3.21513 -0.45333 -3.28382
H: -1.70375 -2.35656 2.53402
H: -1.82110 -1.05589 1.33457
H: -5.25506 2.99386 -1.26623
H: 0.51374 1.19122 3.43527
H: 4.80017 1.11682 1.30170
H: 4.57210 2.72279 4.04075
H: 2.48669 -4.17258 3.67535
H: -2.84660 1.60766 2.59764
H: -1.65214 -3.49609 0.70739
H: -3.46102 3.41007 -4.74144
H: 4.03017 -1.00462 4.26767
H: -2.45591 4.35191 -3.63765
H: -3.98901 -0.41987 0.61587
H: 1.77491 0.21436 -3.20361
H: -3.38154 -5.63378 -2.57081
H: 0.37345 -2.54346 3.76298
H: 1.80087 2.70176 -1.84796
H: -2.47021 3.26396 2.14598
H: 0.87373 3.76640 -2.91406
H: -4.13933 4.25965 -0.75927
H: 1.22876 2.62578 1.18307
H: 1.89248 4.46004 -1.64425
H: 4.11248 -2.73824 -0.01949
H: -5.40529 0.60530 0.92226
H: 1.54293 -3.18682 0.20518
H: -5.32337 3.60980 0.38652
H: -1.44758 2.07508 -5.51037
H: 3.54410 2.91009 2.60207
H: 5.17557 -3.13567 1.34457
H: -0.80202 1.28957 2.26215
H: 5.14662 -0.42282 2.07382
H: 4.22826 -3.90149 3.50292
H: -0.60129 -3.51859 -5.28044
H: 1.33969 4.38937 1.09930
H: 4.97096 0.32685 4.97780
H: -2.46661 -0.82500 2.97407
H: 2.33514 -0.39340 -5.56259
H: -0.08686 2.22006 -4.38683
H: -0.46264 -1.42228 4.85435
H: -1.85633 5.30578 0.02634
H: 4.40438 -4.43858 0.41730

Cartesian forces (eV/Å) of the 6 atoms listed first:
-0.4474 -0.0245 -0.0360
0.1041 -0.0693 0.0184
-0.1046 0.0723 -0.0359
0.0524 -0.1219 0.0578
0.0347 -0.0809 0.0620
0.0793 -0.1037 0.0264

Output
- ⟨S²⟩ = 0.754
- total charge = -2
- HOMO-LUMO gap (alpha / beta) (eV) = 5.0 / 4.9
- relative energy (zero: lowest compared OMol25 entry of this formula, charge and spin) (kcal/mol) = 0.13
- 2S+1 = 2
- max |F| (eV Å⁻¹) = 0.591